{
  "formula": "C17H21N2OPS",
  "method": "ωB97M-V/def2-TZVPD",
  "species": ["C", "H", "H", "H", "H", "P", "C", "C", "H", "C", "H", "C", "C", "C", "H", "C", "H", "C", "N", "H", "H", "H", "H", "H", "C", "H", "S", "H", "C", "C", "C", "H", "H", "H", "C", "O", "H", "H", "C", "H", "C", "N", "C"],
  "coordinates": [[-0.43067, 4.89465, 0.63383], [4.40062, -0.82116, -3.50355], [-2.27333, 5.10292, 2.11625], [-4.57219, 0.92698, -0.62409], [4.96511, -0.13525, 0.82082], [3.80500, -1.33978, -1.06439], [2.22060, -1.39638, -0.06804], [1.08162, -0.34560, -0.03567], [-2.70246, 2.47431, 2.20755], [5.30517, -0.77061, -0.06264], [-3.83667, -0.75649, 0.92830], [-0.96109, 1.82638, 0.76824], [-1.83102, 2.85264, 1.57394], [-1.60121, 4.38471, 1.53903], [5.83149, -1.73304, 0.30270], [0.48738, 3.92707, -0.18203], [-2.76522, -2.07573, -1.85164], [2.03200, -2.64850, 0.86987], [-1.35583, 0.40507, 0.88515], [-0.20587, 6.01086, 0.53109], [-2.41443, 1.10382, -0.94050], [2.56139, -0.43887, -3.13083], [-1.23908, -1.96113, 2.42086], [3.90629, 0.65796, -2.54404], [0.18580, 2.40802, -0.09268], [0.73170, -3.77534, 2.46617], [1.21493, 1.18551, -1.04442], [-4.39511, -2.56323, -1.14562], [-3.50556, -0.68994, -0.16244], [-0.32191, -1.80332, 1.74066], [-2.13415, 0.12076, -0.40416], [-1.47014, -0.45175, -1.15938], [-2.81874, -2.78992, 0.99663], [6.05164, -0.25512, -0.75952], [-0.20362, -0.52589, 0.83025], [-4.57268, -0.01417, -0.91654], [2.86274, -3.42351, 0.89907], [1.34238, 4.29603, -0.84595], [3.63470, -0.45720, -2.72100], [-1.73094, -3.22644, -0.22628], [-3.36019, -2.14869, -0.86668], [-2.72338, -3.16365, 0.03637], [0.80495, -2.86699, 1.78532]],
  "smiles": "CP(C)c1cccc2c1Sc1ccccc1N2C[C@@H](O)CN",
  "lumo_ev": 0.07,
  "orbital_gap_ev": 7.6,
  "homo_ev": -7.534,
  "largest_force_ev_per_a": 4.9
}

---

{
  "formula": "C17H21N3",
  "method": "ωB97M-V/def2-TZVPD",
  "species": ["C", "H", "H", "H", "H", "H", "H", "C", "H", "H", "H", "H", "C", "C", "H", "H", "H", "H", "N", "C", "C", "C", "C", "N", "H", "C", "H", "C", "H", "H", "C", "H", "C", "N", "C", "C", "H", "C", "C", "H", "C"],
  "coordinates": [[2.49096, -2.58040, -1.67510], [-2.16559, 0.35768, -2.11016], [5.56699, -2.87249, -0.40462], [-2.74012, 0.54556, 1.51770], [4.23032, -3.56379, -2.52189], [-3.11478, 3.12353, 0.38330], [-0.60840, -1.59542, 0.86837], [3.98000, -1.73098, 0.49041], [-0.50569, 5.16100, 2.12123], [-0.64756, -2.42132, -2.87654], [-0.24609, 3.65268, 1.17970], [-1.53769, 4.78552, 0.66787], [-2.19633, 3.55650, 2.29314], [-2.91820, 2.65927, 1.30137], [-3.91446, 2.25144, 1.68613], [-3.50264, 0.41884, -1.02712], [-2.77236, -1.55557, -0.02216], [-2.76496, 4.29412, 2.92178], [1.56370, -2.96516, -2.68116], [3.83742, -2.96779, -1.67968], [-1.03697, 4.35011, 1.60566], [0.41356, -1.81580, -1.01834], [-2.45488, 0.14934, -1.13014], [-2.20852, 1.32720, 1.06207], [-0.13741, 0.41287, 1.10826], [-0.36497, 0.28333, 0.08161], [0.44920, 0.59555, -0.58988], [-2.04757, -1.29060, -0.78209], [2.06588, -1.02408, 1.22753], [-1.47193, 1.89802, -0.89328], [4.71607, -1.31131, 1.64628], [1.75100, -3.61813, -3.47218], [2.61990, -1.48812, 0.41613], [5.30058, -0.82092, 2.53605], [4.57164, -2.47854, -0.52846], [1.77626, -1.93540, -0.60017], [-1.85119, 2.87152, 3.10748], [0.33399, -2.40492, -2.28404], [-1.66692, 1.01828, -0.28932], [-2.14501, -2.18578, -1.50305], [-0.64723, -1.08587, -0.13269]],
  "smiles": "CCCN[C@@H]1CC[C@@H](c2c[nH]c3ccc(C#N)cc23)C1",
  "de_lowest_kj_mol": 311.33,
  "lumo_ev": 0.61,
  "orbital_gap_ev": 8.8,
  "homo_ev": -8.163,
  "largest_force_ev_per_a": 6.6
}

---

{
  "formula": "C17H21N3O3",
  "method": "ωB97M-V/def2-TZVPD",
  "species": ["C", "C", "C", "H", "H", "C", "H", "C", "H", "N", "N", "H", "O", "C", "H", "C", "C", "H", "H", "H", "H", "H", "C", "C", "C", "H", "H", "H", "O", "H", "O", "H", "H", "C", "H", "H", "C", "N", "C", "C", "H", "C", "H", "C"],
  "coordinates": [[1.57293, 4.67352, 4.39210], [-3.68062, -3.38761, -0.37800], [0.60023, -3.85398, -5.15686], [2.09289, -0.17818, 1.56189], [-1.20345, -1.44228, -2.57622], [-1.89771, -1.95138, -1.92415], [2.03443, 4.89903, 3.44206], [-0.80996, -2.97278, -6.71178], [-0.38218, -0.32753, 0.93367], [1.35587, -0.66199, -1.79117], [-0.00988, 4.21403, 6.71104], [-3.15717, -5.02049, -1.58114], [-0.58422, -3.92622, -5.93590], [1.51367, 0.73850, 1.45093], [1.91058, 2.81814, 1.08560], [-2.97431, -3.97367, -1.38845], [0.53492, 3.14363, 6.06779], [-0.03041, 1.20492, 0.00715], [-3.76554, -1.55425, 0.79776], [-4.26448, -4.05205, 0.24169], [2.22149, -2.51206, -5.71059], [-0.05742, 6.34204, 6.81416], [-2.55892, -1.27029, -0.89345], [-3.39892, -2.03989, -0.09452], [1.17298, -2.46814, -5.41598], [1.12420, 0.89914, 2.45622], [1.13222, -1.90855, -4.48147], [1.75559, 2.52742, 4.37687], [0.28570, -2.10783, -6.57692], [3.28608, 1.97496, 1.88419], [-1.74695, -2.84918, -7.55052], [1.31210, -4.60518, -5.49893], [1.04699, 6.69675, 4.60001], [0.37440, 0.30364, 0.46751], [-2.30621, -0.24211, -0.68041], [3.03289, 1.78084, 0.17432], [0.93592, -0.28711, -0.74499], [-2.05418, -3.32873, -2.16758], [2.50970, 1.90829, 1.12202], [0.22304, 5.48063, 6.22618], [0.30399, 2.22822, 6.59227], [1.38861, 3.36828, 4.94668], [0.24856, -4.00132, -4.13572], [0.91254, 5.72083, 5.04263]],
  "smiles": "O=C1OCCO1.c1ccncc1.c1ccncc1.CCCC#N",
  "de_lowest_kj_mol": 561.88,
  "lumo_ev": 0.29,
  "orbital_gap_ev": 10.1,
  "homo_ev": -9.852,
  "largest_force_ev_per_a": 5.8
}

---

{
  "formula": "C17H21N3O6S",
  "method": "ωB97M-V/def2-TZVPD",
  "species": ["N", "C", "H", "C", "H", "C", "H", "C", "C", "N", "C", "H", "H", "C", "H", "C", "H", "H", "H", "O", "H", "S", "C", "H", "H", "N", "C", "O", "H", "C", "C", "H", "O", "H", "C", "H", "C", "C", "H", "O", "H", "C", "O", "H", "H", "H", "C", "O"],
  "coordinates": [[1.21926, 1.53598, -0.34725], [5.19304, 0.91844, 0.80512], [4.69388, 2.21925, 2.42619], [-2.75197, -1.94267, 1.00023], [-2.89733, -2.90960, 0.50499], [0.43184, 1.08690, -1.34368], [1.65684, -2.43827, 1.30510], [-3.59607, 0.24877, -1.48002], [-1.48911, 2.29936, -0.35211], [5.58340, -0.55405, -1.10228], [3.39668, 0.47066, -0.77015], [3.06914, -0.02975, -1.66747], [-2.52098, 0.59787, 1.21008], [-2.96388, 2.54791, -0.58901], [-3.11412, 2.89795, -1.61288], [-0.33065, -3.15239, -0.55617], [2.37092, 2.54061, 1.69809], [-2.92087, -2.07178, 2.08157], [-0.11744, -2.43712, -1.34681], [-0.91011, 2.73951, 0.62719], [0.75398, -1.07170, 1.97728], [0.82184, 0.06596, -2.56992], [-3.81428, 1.29089, -0.38232], [6.21696, 0.75725, 1.10210], [-4.79375, -1.32221, 0.70903], [-0.88015, 1.55952, -1.31835], [-3.55737, 0.48872, 0.88963], [-3.69282, -0.97303, -0.97830], [-4.21330, 0.76601, 1.71122], [3.03314, 1.90896, 1.12399], [-3.79000, -0.96534, 0.44570], [-1.25749, -3.66655, -0.79913], [-3.37576, 0.48558, -2.63558], [-1.44094, 1.22354, -2.09792], [4.33918, 1.72807, 1.53372], [-3.28108, 3.32434, 0.10857], [4.70387, 0.30055, -0.33743], [2.54345, 1.28539, -0.03114], [0.47133, -3.88375, -0.51762], [-1.46373, -1.43662, 0.76165], [1.17892, -1.10037, 0.26048], [0.87690, -1.70948, 1.10562], [6.73812, -0.63375, -0.73916], [0.72018, 2.13768, 0.32087], [-4.87011, 1.58140, -0.44903], [-0.65744, -3.14354, 1.58568], [-0.43059, -2.42420, 0.78247], [5.11848, -1.14094, -2.05281]],
  "smiles": "CC(C)OC[C@H]1C[C@@H](CC(=O)NC(=S)Nc2cccc([N+](=O)[O-])c2)C(=O)O1",
  "de_lowest_kj_mol": 351.05,
  "lumo_ev": -0.43,
  "orbital_gap_ev": 8.3,
  "homo_ev": -8.712,
  "largest_force_ev_per_a": 1.5
}

---

{
  "formula": "C17H21N5O3",
  "method": "ωB97M-V/def2-TZVPD",
  "species": ["H", "H", "C", "H", "O", "C", "C", "H", "H", "N", "C", "H", "H", "H", "N", "H", "C", "N", "C", "O", "H", "H", "C", "C", "N", "C", "C", "H", "C", "C", "N", "H", "H", "H", "H", "H", "H", "H", "C", "C", "C", "H", "C", "C", "H", "O"],
  "coordinates": [[1.08466, -2.57954, -1.64369], [4.83078, 1.67263, 1.05425], [3.86577, -2.36981, 1.07090], [-4.32539, -0.47110, -0.82139], [-0.53510, 3.82978, 0.43963], [-3.89093, -3.87088, -0.23045], [-1.07058, 2.90037, 0.29687], [5.90604, 2.19881, -0.31379], [2.95053, 0.82882, -1.42853], [-2.36165, 2.49118, -0.06601], [-3.20150, 1.69476, -0.20588], [-3.09435, -4.07738, 0.06449], [2.18023, 2.28442, -1.46283], [-3.81107, -3.70251, -1.31419], [-0.61496, -0.96702, -0.02306], [-4.99964, -3.19912, 1.49276], [1.85846, -1.23960, 0.07475], [0.74939, 0.90832, 0.21318], [2.74003, -1.42411, 1.19136], [-4.41930, 1.75319, -0.53105], [-4.13454, -0.92712, 1.53897], [2.99016, -4.13418, -1.58918], [2.76162, 1.64653, -0.77953], [-3.55756, -1.45760, 0.67511], [-2.58630, 0.20014, -0.49864], [2.01217, 1.54336, 0.49860], [5.00232, 1.68994, 0.04111], [2.60339, 1.16140, 1.26977], [-3.34622, -0.84605, -0.62716], [-4.46355, -2.77250, 0.48131], [3.91239, -3.14070, 0.00452], [1.73051, 2.74580, 0.65856], [-5.66962, -2.37529, 0.21573], [-2.83728, -1.40636, -1.25044], [-4.41672, -4.82071, -0.34869], [-2.89358, -1.73576, 1.25724], [5.02802, 0.73134, -0.34083], [2.82512, -0.68021, 1.72696], [-0.43297, 1.33255, 0.14915], [1.90841, -2.35608, -0.84995], [-1.32583, 0.19295, -0.08536], [4.67070, -2.14770, 1.76839], [0.69244, -0.43354, -0.04020], [2.90510, -3.31276, -0.97524], [-2.92930, 3.53514, 0.23737], [4.13005, 2.47020, -0.81136]],
  "smiles": "CCCCn1c(=O)[nH]c(=O)c2c1nc(-c1ccncc1)n2CCOC",
  "de_lowest_kj_mol": 1599.54,
  "lumo_ev": -0.22,
  "orbital_gap_ev": 7.3,
  "homo_ev": -7.548,
  "largest_force_ev_per_a": 19.8
}